67
Properties=species:S:1:pos:R:3 method="wB97M-V/def2-TZVPD" relative_energy_kj_mol=167.8 gap_ha="0.184 / 0.184" homo_ev="-1.230 / -1.230" lumo_energy_ev="3.8 / 3.8" charge=-2
Rh -0.40 -1.47 0.02
S 0.16 3.38 4.05
Sb -0.59 1.33 4.75
S -1.94 -1.33 1.73
S -0.30 -0.25 2.16
S -2.80 1.48 5.26
S -0.69 -2.86 -1.76
S 2.12 -3.02 -3.90
S 0.32 -2.87 -4.83
S -1.08 -1.92 -3.52
O -1.38 0.09 -1.10
P -1.20 1.60 -1.03
C -1.21 2.32 -2.68
C -0.79 1.53 -3.75
C -0.76 2.06 -5.03
C -1.14 3.38 -5.24
C -1.55 4.17 -4.18
C -1.58 3.65 -2.90
C 0.38 2.12 -0.33
C 1.37 1.17 -0.17
C 2.59 1.51 0.40
C 2.82 2.82 0.80
C 1.84 3.79 0.62
C 0.62 3.44 0.05
C -2.50 2.39 -0.10
C -3.76 2.52 -0.68
C -4.82 3.00 0.07
C -4.63 3.33 1.41
C -3.39 3.18 2.00
C -2.32 2.71 1.25
H -0.52 0.50 -3.58
H -0.45 1.44 -5.85
H -1.11 3.80 -6.25
H -1.84 5.20 -4.35
H -1.91 4.26 -2.07
H 1.12 0.15 -0.45
H 3.35 0.75 0.54
H 3.75 3.08 1.27
H 2.01 4.80 0.95
H -0.15 4.19 -0.06
H -3.91 2.24 -1.72
H -5.80 3.10 -0.38
H -5.46 3.70 1.99
H -3.23 3.40 3.05
H -1.35 2.60 1.73
C 2.21 -2.29 1.17
N 3.15 -3.19 1.84
C 3.47 -4.29 0.93
N 2.28 -5.04 0.53
C 1.36 -4.12 -0.14
N 0.97 -2.99 0.76
C 0.35 -3.58 1.99
N 1.27 -4.50 2.67
C 2.48 -3.75 3.02
C 1.64 -5.56 1.73
H 2.69 -1.88 0.27
H 1.94 -1.48 1.84
H 4.17 -4.96 1.42
H 3.94 -3.87 0.03
H 0.46 -4.66 -0.44
H 1.81 -3.72 -1.05
H -0.56 -4.11 1.70
H 0.09 -2.77 2.67
H 3.17 -4.43 3.52
H 2.21 -2.94 3.70
H 0.73 -6.10 1.44
H 2.32 -6.25 2.23